The following is a quantum chemistry calculation of a molecular structure, C44H45CaN5OS3Te, from OMol25.

The geometry in ORCA input format:
```
! RIJCOSX wB97M-V def2-TZVPD def2/J DEFGRID3
* xyz 1 2
Ca -0.709 -1.871 -0.977
S 6.352 -3.208 -2.833
C 6.573 -3.304 -4.526
C 5.387 -3.238 -5.187
C 4.280 -3.109 -4.311
C 4.637 -3.077 -2.987
C 3.788 -2.947 -1.805
C 2.427 -2.717 -1.925
N 1.574 -2.566 -0.911
C 2.064 -2.658 0.381
C 3.455 -2.897 0.594
C 3.945 -2.996 1.946
C 3.122 -2.853 2.999
C 1.720 -2.578 2.814
C 0.865 -2.396 3.882
C -0.495 -2.073 3.659
C -0.898 -1.964 2.339
N -0.121 -2.174 1.280
C 1.212 -2.477 1.483
C -1.469 -1.894 4.730
C -2.674 -1.237 4.694
C -3.392 -1.317 5.915
C -2.731 -2.026 6.868
S -1.230 -2.610 6.283
C 4.293 -3.037 -0.491
H 7.562 -3.409 -4.941
H 5.303 -3.288 -6.263
H 3.258 -3.059 -4.657
H 1.988 -2.638 -2.916
H 5.001 -3.190 2.090
H 3.499 -2.931 4.011
H 1.254 -2.475 4.890
H -1.925 -1.707 2.109
H -3.017 -0.684 3.831
H -4.354 -0.853 6.084
H -3.037 -2.227 7.881
H 5.346 -3.221 -0.315
C -2.759 1.483 -2.415
C -1.817 0.391 -1.989
O -1.889 -0.704 -2.590
N -0.957 0.492 -0.945
Te 0.436 1.830 -0.771
C -0.183 3.167 0.757
C 0.598 4.325 0.847
C 1.760 4.592 -0.078
C 0.292 5.271 1.816
C -0.755 5.079 2.707
C -1.094 6.105 3.749
C -1.469 3.889 2.629
C -1.202 2.908 1.682
C -2.027 1.648 1.733
C 0.225 2.932 -2.561
C -0.606 4.041 -2.759
C -1.483 4.669 -1.709
C -0.619 4.619 -4.026
C 0.144 4.132 -5.076
C 0.117 4.785 -6.427
C 0.942 3.016 -4.849
C 1.003 2.402 -3.608
C 1.866 1.173 -3.452
H -3.734 1.034 -2.595
H -2.411 1.905 -3.360
H -2.842 2.275 -1.678
H 2.353 3.694 -0.286
H 2.443 5.309 0.374
H 1.439 5.000 -1.039
H 0.894 6.169 1.882
H -0.392 6.936 3.734
H -1.079 5.663 4.746
H -2.096 6.504 3.584
H -2.256 3.702 3.351
H -2.437 1.543 2.736
H -1.450 0.756 1.505
H -2.860 1.681 1.027
H -1.807 3.975 -0.941
H -2.368 5.097 -2.179
H -0.960 5.482 -1.199
H -1.260 5.477 -4.194
H -0.672 5.532 -6.492
H -0.041 4.048 -7.214
H 1.068 5.280 -6.629
H 1.533 2.609 -5.662
H 2.429 0.990 -4.365
H 1.262 0.279 -3.262
H 2.590 1.262 -2.640
C -1.758 -5.463 -0.151
N -2.468 -4.886 0.963
C -2.435 -5.511 2.286
C -3.356 -4.611 3.129
N -3.678 -3.547 2.186
C -3.180 -3.757 0.960
S -3.425 -2.692 -0.341
H -0.679 -5.444 0.027
H -1.995 -4.896 -1.048
H -2.071 -6.498 -0.294
H -1.411 -5.524 2.665
H -2.793 -6.539 2.224
H -2.849 -4.203 4.004
H -4.256 -5.133 3.455
H -4.368 -2.836 2.348
*
```

Values from the calculation:
frontier orbital gap (spin up / spin down) = 4.6 / 7.2 eV
expectation value of S² = 0.78
energy relative to the best compared isomer or geometry (same formula, charge and spin) = 9.5 kcal/mol
E_HOMO (spin up / spin down) = -6.88 / -9.44 eV